# 1
This record from the Open Molecules 2025 dataset describes a molecular structure, C29H33ClN6O2Si2Sn. The level of theory is ωB97M-V with the def2-TZVPD basis set.

Output
* HOMO-LUMO gap: 6.24 eV
* energy relative to the best compared isomer or geometry (same formula, charge and spin): 0.503 eV
* multiplicity: 1
* charge: -2

The geometry in XYZ format:
```
74
Properties=species:S:1:pos:R:3:forces:R:3
Sn -0.035 -0.621 0.482 0.394 -0.291 0.722
C 4.130 0.541 1.079 -0.008 -0.013 0.046
C 3.962 -0.819 0.457 0.037 -0.076 0.056
C 5.055 -1.659 0.282 -0.055 0.020 -0.009
C 4.817 -2.910 -0.293 0.037 -0.010 -0.017
C 3.553 -3.271 -0.678 -0.033 -0.038 0.021
C 2.464 -2.359 -0.496 0.158 0.129 -0.019
N 2.724 -1.158 0.105 -0.001 0.089 -0.088
N 1.212 -2.561 -0.879 -0.174 0.100 -0.351
Si 0.602 -3.768 -1.911 0.005 0.007 -0.002
C 0.906 -5.549 -1.329 -0.017 0.027 -0.036
C -1.248 -3.536 -2.089 0.002 0.002 0.005
C 1.361 -3.630 -3.643 -0.018 -0.006 0.045
H 4.017 0.485 2.164 -0.015 -0.002 -0.004
H 3.359 1.215 0.713 0.009 0.017 -0.025
H 5.117 0.954 0.861 0.006 -0.008 0.010
H 6.046 -1.345 0.584 0.008 0.003 -0.023
H 5.639 -3.603 -0.448 0.006 0.011 0.006
H 3.369 -4.234 -1.138 -0.028 -0.006 0.025
H 0.950 -5.590 -0.239 -0.027 0.007 0.006
H 1.837 -5.966 -1.723 0.011 0.012 0.010
H 0.086 -6.195 -1.656 0.015 -0.018 -0.006
H -1.795 -3.993 -1.263 0.013 0.020 0.027
H -1.602 -3.987 -3.021 -0.015 -0.014 0.014
H -1.516 -2.477 -2.104 0.020 0.011 -0.024
H 2.454 -3.647 -3.599 0.003 -0.014 0.010
H 1.063 -2.687 -4.110 -0.006 0.001 -0.002
H 1.030 -4.451 -4.287 0.004 0.007 -0.013
C 0.501 0.721 -2.390 0.001 0.021 0.028
Si 0.772 2.156 -1.206 0.128 -0.062 0.016
C 2.453 2.887 -1.682 -0.023 -0.035 0.007
C -0.539 3.464 -1.562 0.012 -0.004 0.035
N 0.745 1.516 0.388 -0.110 0.013 -0.186
C 1.065 2.190 1.536 -0.103 0.059 -0.120
C 1.369 3.570 1.558 -0.011 0.025 0.019
C 1.729 4.228 2.724 -0.009 0.005 -0.019
C 1.794 3.557 3.937 0.018 -0.002 -0.003
C 1.474 2.202 3.946 -0.019 -0.013 0.002
C 1.117 1.538 2.789 0.048 -0.029 0.053
H 0.753 1.038 -3.407 -0.013 0.007 -0.008
H -0.536 0.375 -2.399 -0.004 0.011 0.006
H 1.152 -0.128 -2.150 0.001 0.004 -0.010
H 2.384 3.372 -2.661 0.023 -0.001 -0.005
H 3.190 2.082 -1.754 -0.004 -0.012 -0.002
H 2.833 3.616 -0.966 -0.019 0.017 0.005
H -0.454 3.812 -2.596 -0.011 0.010 -0.002
H -0.451 4.332 -0.904 0.006 0.004 -0.008
H -1.536 3.041 -1.422 0.010 -0.023 -0.001
H 1.308 4.137 0.638 0.013 -0.001 -0.003
H 1.954 5.289 2.676 0.003 0.000 0.016
H 2.079 4.070 4.847 -0.012 0.004 0.003
H 1.496 1.647 4.877 0.007 0.006 0.006
H 0.868 0.486 2.854 0.004 -0.002 -0.029
Cl -6.432 5.291 0.618 -0.002 0.014 -0.004
C -5.232 4.016 0.667 -0.004 0.010 0.010
C -4.272 4.034 1.664 -0.003 -0.014 -0.025
C -3.334 3.013 1.705 -0.027 -0.023 0.009
C -3.349 2.007 0.746 -0.008 -0.020 0.047
C -4.311 2.019 -0.254 0.017 0.041 -0.042
C -5.270 3.020 -0.294 0.018 0.010 0.011
C -2.297 0.931 0.798 0.050 -0.096 -0.040
O -1.939 0.436 -0.326 -0.054 0.003 0.083
O -1.809 0.615 1.895 -0.075 0.245 -0.271
H -4.264 4.832 2.394 -0.001 -0.003 0.006
H -2.573 2.981 2.473 -0.008 -0.001 0.010
H -4.297 1.237 -1.002 0.002 -0.009 0.008
H -6.034 3.036 -1.059 -0.003 -0.011 0.000
N -2.126 -2.777 1.270 -0.175 -0.093 -0.027
C -3.209 -3.174 1.367 0.004 -0.008 0.082
C -4.521 -3.676 1.496 0.094 0.020 -0.081
C -5.015 -4.590 0.545 -0.047 -0.039 -0.033
N -5.430 -5.344 -0.230 0.006 0.004 0.013
C -5.336 -3.292 2.577 -0.059 0.009 0.068
N -6.022 -2.994 3.461 0.011 -0.008 -0.012
```
Positions in Å, forces in eV/Å.

# 2
This record from the Open Molecules 2025 dataset describes 7 unconnected molecules or ions with the total composition C29H33F6I2N3O20. The level of theory is ωB97M-V with the def2-TZVPD basis set.

Output
* HOMO-LUMO gap: 8.19 eV
* multiplicity: 1
* charge: 0

The geometry in XYZ format:
```
93
Properties=species:S:1:pos:R:3:forces:R:3
C 1.908 5.918 -1.468 0.699 0.353 -1.010
N 1.763 6.595 -0.093 1.107 -2.006 0.238
C 1.711 5.535 1.018 -0.870 2.266 -0.112
O 2.984 4.803 0.942 -1.054 -4.314 0.739
C 2.794 3.350 0.812 -2.989 -1.145 -3.877
O 1.989 2.886 -0.171 4.825 2.381 6.289
N 3.558 2.451 1.747 -1.146 3.398 0.646
C 4.236 3.222 2.881 0.661 1.641 1.758
C 3.259 3.919 4.026 6.267 0.877 0.322
C 4.170 4.759 5.150 1.163 -2.515 -3.958
C 5.780 4.727 4.912 -1.589 -0.686 -0.646
N 6.613 4.044 3.881 -5.886 -0.385 -0.190
C 5.864 3.278 2.844 -2.712 2.120 2.793
C 2.785 1.259 2.230 -0.779 -1.271 -2.050
I 3.990 0.262 3.811 -0.563 0.195 -0.911
C 1.230 1.515 2.649 -0.051 -0.394 2.355
C 0.839 0.853 4.135 -1.237 -0.437 -0.541
I -0.048 0.394 1.203 0.529 0.617 0.821
H 1.790 6.719 -2.344 0.110 -1.550 2.116
H 3.024 5.517 -1.569 -2.551 0.351 0.035
H 1.102 5.090 -1.649 1.717 1.560 0.584
H 2.721 7.036 0.049 -1.748 -0.448 -0.026
H 1.656 6.134 2.048 0.475 -1.380 -2.184
H 0.749 4.870 0.985 2.057 1.056 -0.454
H 2.091 3.862 4.046 2.569 0.072 -0.134
H 3.670 5.358 6.038 1.303 -1.425 -2.104
H 6.401 5.367 5.709 -1.392 -1.699 -2.080
H 6.477 2.739 1.974 -1.611 1.324 2.233
H 2.770 0.472 1.332 0.144 1.788 2.146
H 0.889 2.631 2.710 0.809 -2.073 -0.676
H -0.332 0.994 4.314 2.527 -0.108 -0.502
H 0.992 -0.329 4.097 -0.035 2.890 0.212
H 1.397 1.367 5.026 -0.843 -1.091 -1.840
O 1.757 -1.279 6.828 -1.628 -2.217 -1.128
C 1.112 -2.210 6.375 1.589 2.465 1.693
O 0.571 -3.210 7.137 0.615 0.838 -0.511
C -0.200 -4.006 6.260 -0.659 -0.935 0.616
C 0.421 -3.723 4.935 -0.351 -0.109 -0.832
F -0.498 -3.794 3.946 0.033 -0.087 -0.282
O 0.848 -2.385 5.050 0.316 -0.354 0.777
H -1.248 -3.693 6.312 0.120 0.009 -0.269
H -0.136 -5.063 6.532 0.100 0.237 0.099
H 1.277 -4.363 4.694 -0.132 0.064 -0.148
O -3.562 -4.357 -0.663 2.620 1.298 -1.224
C -2.568 -3.836 -1.140 -3.008 -1.169 1.894
O -2.131 -2.579 -0.821 -0.459 -0.943 -0.304
C -0.892 -2.407 -1.479 0.538 1.112 0.323
C -0.983 -3.386 -2.600 0.304 -0.264 -0.280
F 0.237 -3.878 -2.911 0.312 -0.187 -0.339
O -1.760 -4.432 -2.062 -0.319 0.603 0.060
H -0.077 -2.634 -0.784 0.020 -0.145 -0.231
H -0.776 -1.379 -1.833 -0.187 -0.111 0.142
H -1.468 -2.993 -3.500 0.176 -0.114 -0.048
O -0.765 -8.712 -6.517 0.632 2.793 0.581
C -0.528 -7.552 -6.226 -0.084 -2.865 -0.803
O 0.650 -7.123 -5.679 -1.034 -0.611 -0.391
C 0.573 -5.713 -5.619 1.148 0.586 0.457
C -0.898 -5.470 -5.616 -0.384 0.573 -0.208
F -1.194 -4.302 -6.231 -0.231 0.314 0.050
O -1.408 -6.525 -6.399 0.520 -0.584 0.512
H 1.072 -5.285 -6.494 -0.288 0.064 0.014
H 1.059 -5.332 -4.716 -0.069 -0.271 -0.140
H -1.355 -5.494 -4.621 -0.075 0.107 -0.129
O -3.293 5.551 -1.852 1.219 -2.505 0.367
C -2.753 4.468 -1.703 -1.042 2.709 -0.139
O -1.437 4.307 -1.365 -1.166 0.478 -0.475
C -1.243 2.921 -1.163 1.205 -0.369 0.385
C -2.348 2.321 -1.963 -0.334 -0.599 0.132
F -2.773 1.164 -1.406 -0.103 -0.361 -0.116
O -3.384 3.271 -1.860 0.617 0.711 -0.217
H -1.323 2.696 -0.094 -0.160 -0.108 -0.265
H -0.257 2.608 -1.515 -0.074 0.251 0.137
H -2.101 2.158 -3.018 -0.138 -0.138 0.083
O -1.296 9.371 2.727 -1.408 -0.603 -2.380
C -1.885 9.129 1.686 1.532 0.181 2.718
O -1.829 7.927 1.035 0.175 1.036 0.746
C -2.742 8.014 -0.041 -0.041 -1.052 -0.837
C -2.841 9.484 -0.263 -0.591 0.361 -0.288
F -4.072 9.822 -0.709 -0.132 0.242 -0.210
O -2.672 10.025 1.027 0.724 -0.513 0.114
H -3.696 7.565 0.256 -0.006 0.258 -0.130
H -2.364 7.484 -0.919 0.001 0.033 0.337
H -2.077 9.889 -0.936 -0.199 0.077 -0.003
O -2.593 -13.237 -2.832 -0.612 2.274 -1.723
C -2.846 -12.275 -3.538 1.046 -2.631 1.631
O -1.909 -11.579 -4.251 -0.651 -0.662 0.808
C -2.618 -10.637 -5.030 0.700 0.819 -0.703
C -3.892 -10.483 -4.271 -0.665 0.106 -0.285
F -4.921 -10.216 -5.105 -0.303 0.205 0.009
O -4.096 -11.758 -3.707 0.800 0.065 0.271
H -2.771 -11.040 -6.037 -0.210 0.117 0.135
H -2.065 -9.697 -5.109 -0.033 -0.429 0.055
H -3.852 -9.730 -3.476 -0.194 -0.017 -0.103
```
Positions in Å, forces in eV/Å.

Number 1: calculated total energy -77759.799 eV, highest occupied orbital energy -0.0881 Eh, F_max 0.017 Eh/bohr. Number 2: calculated total energy -108523.806 eV, highest occupied orbital energy -0.3341 Eh, F_max 0.161 Eh/bohr.